(1)
# C41H113N7O14

12 unconnected molecules or ions with the total composition C41H113N7O14 in a non-equilibrium geometry (ωB97M-V/def2-TZVPD, OMol25).

Geometry (Å):
C1 -5.19 -23.62 1.97
O1 -4.47 -23.38 3.18
C2 -3.13 -23.77 3.21
C3 -2.61 -23.26 4.55
C4 -2.45 -21.75 4.59
N1 -1.42 -23.92 5.01
H1 -4.64 -23.30 1.08
H2 -6.11 -23.06 2.16
H3 -5.42 -24.67 1.80
H4 -3.03 -24.85 3.32
H5 -2.61 -23.34 2.36
H6 -3.45 -23.54 5.19
H7 -2.16 -21.40 5.59
H8 -3.38 -21.27 4.28
H9 -1.63 -21.50 3.91
H10 -1.22 -23.65 5.97
H11 -1.56 -24.92 5.06
C5 -9.59 -20.24 -0.66
O2 -8.45 -19.41 -0.73
C6 -7.29 -20.22 -0.38
C7 -6.03 -19.31 -0.16
C8 -4.83 -20.22 0.27
N2 -6.34 -18.40 0.93
H12 -10.41 -19.60 -0.96
H13 -9.69 -20.75 0.30
H14 -9.53 -21.04 -1.40
H15 -7.37 -20.87 0.49
H16 -6.98 -20.84 -1.22
H17 -5.82 -18.77 -1.08
H18 -3.95 -19.59 0.44
H19 -4.66 -20.90 -0.56
H20 -5.05 -20.76 1.19
H21 -5.70 -17.62 0.86
H22 -7.28 -18.06 0.79
C9 -8.80 -27.82 0.41
O3 -8.54 -28.89 1.26
C10 -7.96 -30.02 0.70
C11 -9.03 -31.04 0.30
C12 -9.93 -31.46 1.47
N3 -8.51 -32.21 -0.35
H23 -9.09 -27.96 -0.63
H24 -7.92 -27.22 0.20
H25 -9.46 -27.08 0.86
H26 -7.29 -29.73 -0.10
H27 -7.34 -30.43 1.50
H28 -9.59 -30.52 -0.48
H29 -10.47 -30.57 1.78
H30 -9.40 -32.01 2.25
H31 -10.64 -32.20 1.09
H32 -9.21 -32.91 -0.56
H33 -8.00 -32.67 0.39
C13 -10.18 -18.68 2.86
O4 -10.21 -17.30 2.62
C14 -8.94 -16.58 2.67
C15 -8.99 -15.16 2.10
C16 -9.22 -15.17 0.61
N4 -7.85 -14.38 2.51
H34 -9.58 -19.25 2.15
H35 -11.21 -19.04 2.91
H36 -9.84 -18.97 3.86
H37 -8.70 -16.61 3.74
H38 -8.15 -17.14 2.17
H39 -9.88 -14.66 2.48
H40 -8.51 -15.66 -0.06
H41 -9.35 -14.14 0.29
H42 -10.22 -15.57 0.43
H43 -7.01 -14.75 2.10
H44 -7.77 -14.46 3.51
C17 -11.68 -20.11 5.74
O5 -11.81 -18.72 5.47
C18 -12.30 -17.98 6.62
C19 -12.66 -16.51 6.17
C20 -13.84 -16.29 5.29
N5 -11.54 -15.93 5.47
H45 -10.78 -20.25 6.33
H46 -11.39 -20.75 4.90
H47 -12.47 -20.61 6.29
H48 -13.15 -18.49 7.07
H49 -11.52 -17.88 7.37
H50 -12.86 -15.88 7.04
H51 -14.70 -16.60 5.89
H52 -13.71 -16.95 4.44
H53 -13.91 -15.23 5.06
H54 -11.71 -14.99 5.14
H55 -11.49 -16.34 4.55
C21 -13.08 -21.04 0.84
O6 -12.42 -22.20 0.39
C22 -12.36 -22.33 -1.03
C23 -13.64 -22.96 -1.62
C24 -13.85 -24.39 -1.09
N6 -13.65 -23.07 -3.10
H56 -12.61 -20.16 0.39
H57 -12.85 -20.91 1.90
H58 -14.15 -21.04 0.64
H59 -12.14 -21.35 -1.47
H60 -11.51 -22.92 -1.37
H61 -14.54 -22.42 -1.34
H62 -13.71 -24.56 -0.03
H63 -13.07 -25.00 -1.53
H64 -14.80 -24.83 -1.42
H65 -13.75 -22.15 -3.51
H66 -14.58 -23.42 -3.28
C25 -9.95 -25.65 5.27
O7 -8.65 -25.78 5.94
C26 -7.53 -25.74 5.08
C27 -6.18 -26.06 5.84
C28 -6.01 -25.18 7.08
N7 -5.05 -25.99 4.92
H67 -9.91 -26.30 4.40
H68 -10.21 -24.65 4.93
H69 -10.78 -25.98 5.88
H70 -7.64 -26.48 4.29
H71 -7.44 -24.75 4.63
H72 -6.23 -27.05 6.30
H73 -5.14 -25.37 7.71
H74 -6.89 -25.26 7.72
H75 -5.87 -24.10 6.98
H76 -4.16 -26.08 5.39
H77 -4.98 -25.04 4.58
C29 -13.91 -23.75 3.26
C30 -13.37 -24.92 4.08
C31 -14.33 -25.71 4.96
O8 -12.78 -25.85 3.15
H78 -14.60 -23.12 3.81
H79 -14.55 -24.14 2.47
H80 -13.09 -23.16 2.84
H81 -12.64 -24.50 4.77
H82 -14.77 -25.13 5.77
H83 -13.85 -26.59 5.38
H84 -15.19 -26.14 4.46
H85 -12.25 -25.33 2.54
C32 -5.88 -18.64 4.88
C33 -6.86 -19.81 4.73
C34 -6.24 -21.18 4.40
O9 -7.69 -19.92 5.86
H86 -5.48 -18.44 3.88
H87 -5.07 -18.88 5.55
H88 -6.31 -17.68 5.16
H89 -7.53 -19.61 3.89
H90 -6.96 -21.95 4.13
H91 -5.62 -21.60 5.20
H92 -5.67 -21.17 3.47
H93 -7.98 -19.02 5.97
C35 -9.10 -23.77 0.89
C36 -10.06 -23.96 2.01
C37 -10.00 -22.69 2.89
O10 -11.35 -24.30 1.45
H94 -9.50 -23.14 0.10
H95 -8.85 -24.71 0.40
H96 -8.12 -23.38 1.18
H97 -9.64 -24.75 2.63
H98 -9.00 -22.44 3.24
H99 -10.68 -22.71 3.75
H100 -10.23 -21.80 2.31
H101 -11.75 -23.49 1.10
O11 -11.03 -24.15 -3.66
C38 -9.97 -23.32 -4.01
C39 -8.56 -23.93 -3.71
O12 -8.33 -24.05 -2.33
H102 -11.88 -23.70 -3.69
H103 -10.04 -22.99 -5.05
H104 -10.08 -22.41 -3.43
H105 -7.75 -23.28 -4.05
H106 -8.60 -24.96 -4.08
H107 -8.63 -24.93 -2.10
O13 -6.07 -23.20 -1.34
C40 -5.21 -24.35 -1.66
C41 -5.77 -25.60 -0.95
O14 -6.75 -26.33 -1.71
H108 -7.00 -23.36 -1.51
H109 -5.16 -24.62 -2.71
H110 -4.18 -24.15 -1.37
H111 -6.31 -25.24 -0.08
H112 -4.99 -26.24 -0.53
H113 -6.48 -26.35 -2.63

Properties
* energy above the lowest of the compared OMol25 structures with the same formula, charge and spin: 5.6275 eV
* DFT total energy: -83438.504 eV
* HOMO-LUMO gap: 9.398 eV
* E_HOMO: -9.04 eV
* SMILES: COC[C@H](C)N.COC[C@H](C)N.COC[C@H](C)N.COC[C@H](C)N.COC[C@H](C)N.COC[C@H](C)N.COC[C@H](C)N.CC(C)O.CC(C)O.CC(C)O.OCCO.OCCO

(2)
# C21H26CuF5GeIN2O4STe

A molecular structure, C21H26CuF5GeIN2O4STe (ωB97M-V/def2-TZVPD, OMol25).

Geometry (Å):
Cu1 1.38 0.80 -0.49
F1 -6.14 5.62 -0.63
C1 -4.86 5.19 -0.61
C2 -4.25 4.81 0.57
F2 -4.96 4.86 1.72
C3 -2.94 4.37 0.58
F3 -2.45 4.02 1.78
C4 -2.13 4.29 -0.57
S1 -0.49 3.76 -0.55
C5 -2.80 4.69 -1.74
F4 -2.16 4.67 -2.93
C6 -4.11 5.13 -1.77
F5 -4.68 5.50 -2.94
C7 1.79 -3.08 -0.24
Ge1 0.81 -2.19 -1.67
C8 2.01 -2.14 -3.22
C9 -0.60 -3.47 -2.20
C10 0.05 -0.55 -1.01
H1 2.23 -4.02 -0.57
H2 1.13 -3.28 0.61
H3 2.59 -2.43 0.13
H4 2.12 -3.16 -3.59
H5 3.00 -1.77 -2.94
H6 1.63 -1.51 -4.02
H7 -0.17 -4.44 -2.45
H8 -1.15 -3.10 -3.07
H9 -1.30 -3.61 -1.38
H10 -0.60 -0.86 -0.19
H11 -0.56 -0.04 -1.77
C11 -2.21 -4.61 4.31
C12 -1.46 -3.45 3.72
C13 -2.13 -2.36 3.18
C14 -1.45 -1.26 2.66
C15 -2.25 -0.13 2.07
C16 -0.04 -1.23 2.69
Te1 0.96 0.58 2.17
C17 0.64 -2.35 3.19
C18 2.15 -2.43 3.22
C19 -0.07 -3.43 3.71
H12 -3.29 -4.48 4.19
H13 -2.01 -4.72 5.38
H14 -1.93 -5.56 3.84
H15 -3.21 -2.37 3.15
H16 -3.30 -0.41 1.99
H17 -1.88 0.14 1.08
H18 -2.17 0.77 2.67
H19 2.59 -1.76 2.49
H20 2.47 -3.46 3.02
H21 2.54 -2.14 4.20
H22 0.48 -4.28 4.10
O1 2.77 3.58 -1.43
N1 3.31 3.13 -0.41
O2 4.23 3.71 0.14
O3 2.91 2.02 0.07
N2 4.34 1.46 -2.58
C20 3.05 1.60 -2.98
O4 2.15 0.86 -2.61
C21 2.74 2.71 -3.97
I1 3.37 2.14 -5.92
H23 4.45 0.91 -1.74
H24 4.93 2.27 -2.64
H25 3.26 3.63 -3.74
H26 1.67 2.85 -4.02

Properties
* energy above the lowest of the compared OMol25 structures with the same formula, charge and spin: 0.5019 eV
* DFT total energy: -174339.430 eV
* HOMO-LUMO gap (alpha / beta): 4.944 / 4.909 eV
* total charge: -2
* E_HOMO (alpha / beta): -1.45 / -1.42 eV
* 2S+1: 2